Record 1
The following is a DFT calculation (ωB97M-V with the def2-TZVPD basis set) of a molecular structure, C43H39ErN4O3S3SeSi.

Summary:
**Energy above the lowest of the compared OMol25 structures with the same formula, charge and spin**: 0.0 kcal/mol
**Maximum force**: 6.6 eV/Å
**HOMO level**: -0.588 eV
**Kohn-Sham gap**: 0.1625 Eh
**Net charge**: -2
**Calculated total energy**: -190683.2659 eV
**2S+1**: 4

```
95
C43H39ErN4O3S3SeSi | OMol25 | ωB97M-V with the def2-TZVPD basis set
Er -10.440 -15.532 -14.896
C -15.596 -13.644 -17.300
C -14.867 -13.725 -16.071
C -13.617 -13.111 -16.276
C -13.621 -12.546 -17.569
C -14.805 -12.899 -18.210
H -16.606 -14.016 -17.504
H -15.162 -14.281 -15.170
H -12.771 -13.075 -15.613
H -12.831 -11.966 -17.986
H -15.033 -12.734 -19.293
Se -12.218 -14.840 -12.996
C -11.118 -15.195 -11.479
C -10.032 -14.397 -11.053
C -9.322 -14.731 -9.923
N -9.554 -15.836 -9.230
C -10.644 -16.496 -9.488
C -11.433 -16.283 -10.626
H -9.780 -13.484 -11.612
H -8.425 -14.117 -9.615
H -10.833 -17.309 -8.813
H -12.330 -16.873 -10.904
C -13.099 -19.376 -16.533
C -13.155 -18.517 -17.781
C -13.375 -19.380 -19.022
C -14.373 -17.530 -17.680
Si -11.531 -17.504 -17.826
O -11.355 -16.453 -16.521
C -11.267 -16.567 -19.453
C -12.337 -16.037 -20.229
C -12.179 -15.626 -21.571
C -10.892 -15.630 -22.141
C -9.814 -15.968 -21.337
C -9.990 -16.394 -20.013
C -10.168 -18.797 -17.737
C -9.751 -19.343 -18.959
C -8.762 -20.286 -19.004
C -8.175 -20.747 -17.849
C -8.520 -20.223 -16.606
C -9.530 -19.248 -16.551
H -14.072 -19.853 -16.413
H -12.931 -18.788 -15.610
H -12.359 -20.167 -16.570
H -14.326 -19.928 -18.941
H -12.574 -20.106 -19.113
H -13.383 -18.748 -19.925
H -15.266 -18.096 -17.395
H -14.632 -17.031 -18.602
H -14.234 -16.758 -16.935
H -13.381 -16.015 -19.885
H -13.041 -15.222 -22.160
H -10.717 -15.380 -23.195
H -8.773 -15.894 -21.733
H -9.094 -16.656 -19.446
H -10.238 -19.053 -19.924
H -8.436 -20.687 -19.975
H -7.419 -21.532 -17.934
H -7.971 -20.509 -15.740
H -9.815 -18.811 -15.583
O -9.858 -13.638 -15.333
C -9.299 -12.310 -15.312
C -9.057 -11.859 -16.792
C -8.538 -10.650 -17.225
C -8.698 -10.437 -18.651
C -9.252 -11.517 -19.280
S -9.473 -12.835 -18.171
C -7.902 -12.335 -14.644
C -7.530 -11.927 -13.368
C -6.162 -12.094 -13.124
C -5.524 -12.710 -14.165
S -6.542 -13.038 -15.501
C -10.176 -11.319 -14.536
C -11.143 -11.565 -13.617
C -11.620 -10.382 -12.969
C -10.897 -9.301 -13.334
S -9.699 -9.653 -14.512
H -8.109 -9.896 -16.603
H -8.409 -9.505 -19.175
H -9.557 -11.631 -20.305
H -8.186 -11.458 -12.632
H -5.657 -11.781 -12.217
H -4.445 -12.956 -14.169
H -11.506 -12.536 -13.297
H -12.462 -10.361 -12.296
H -11.059 -8.277 -13.069
N -8.138 -17.617 -11.757
C -8.417 -17.305 -13.057
O -9.565 -16.966 -13.435
C -7.336 -17.374 -14.078
C -7.681 -16.695 -15.200
N -8.251 -16.127 -16.101
C -6.064 -17.938 -13.856
N -5.086 -18.553 -13.655
H -8.856 -17.534 -11.048
H -7.215 -17.751 -11.393
```

Record 2
The following is a DFT calculation (ωB97M-V with the def2-TZVPD basis set) of a molecular structure, C43H39MnN5O2PSi.

Summary:
**Energy above the lowest of the compared OMol25 structures with the same formula, charge and spin**: 16.9 kcal/mol
**Maximum force**: 3.3 eV/Å
**HOMO level (alpha / beta)**: -7.179 / -7.258 eV
**Kohn-Sham gap (alpha / beta)**: 0.2172 / 0.2050 Eh
**Calculated total energy**: -105259.1185 eV
**2S+1**: 5

```
92
C43H39MnN5O2PSi | OMol25 | ωB97M-V with the def2-TZVPD basis set
Mn 0.133 0.041 0.011
O -1.393 -6.391 1.575
C -1.060 -5.570 2.421
O -0.873 -5.625 3.631
C -0.813 -4.126 1.819
C -1.002 -3.905 0.462
C -0.748 -2.641 -0.053
N -0.306 -1.643 0.749
C -0.126 -1.852 2.074
C -0.381 -3.095 2.639
C 0.409 -0.680 2.729
C 0.696 -0.585 4.091
C 1.278 0.562 4.583
C 1.543 1.606 3.695
C 1.213 1.459 2.365
N 0.654 0.352 1.865
C -0.859 -2.210 -1.432
C -1.316 -3.013 -2.476
C -1.411 -2.491 -3.747
C -1.054 -1.156 -3.943
C -0.588 -0.422 -2.876
N -0.469 -0.914 -1.636
H -1.315 -4.731 -0.155
H -0.228 -3.294 3.686
H 0.474 -1.414 4.743
H 1.529 0.653 5.628
H 1.988 2.524 4.041
H 1.396 2.249 1.643
H -1.594 -4.034 -2.272
H -1.748 -3.101 -4.569
H -1.130 -0.691 -4.911
H -0.284 0.609 -3.004
N -1.264 1.291 0.103
P -2.473 1.719 0.997
C -2.748 0.610 2.432
C -3.100 -0.688 2.069
C -3.203 -1.679 3.026
C -2.940 -1.380 4.354
C -2.622 -0.084 4.722
C -2.527 0.915 3.768
C -2.336 3.431 1.630
C -3.179 4.447 1.197
C -2.992 5.738 1.661
C -1.964 6.023 2.544
C -1.103 5.017 2.953
C -1.284 3.727 2.491
C -4.089 1.643 0.163
C -4.161 1.412 -1.202
C -5.400 1.332 -1.816
C -6.555 1.479 -1.065
C -6.482 1.699 0.303
C -5.248 1.784 0.919
H -3.302 -0.896 1.023
H -3.483 -2.683 2.744
H -2.998 -2.156 5.101
H -2.450 0.154 5.761
H -2.296 1.927 4.065
H -3.981 4.228 0.504
H -3.651 6.527 1.331
H -1.828 7.031 2.906
H -0.290 5.242 3.630
H -0.611 2.937 2.792
H -3.237 1.291 -1.755
H -5.465 1.158 -2.880
H -7.520 1.421 -1.547
H -7.385 1.807 0.886
H -5.164 1.955 1.985
C 3.096 -1.273 0.984
Si 3.361 0.066 -0.352
C 4.248 -0.935 -1.733
C 4.533 1.372 0.421
N 1.863 0.853 -0.834
C 1.910 1.821 -1.799
C 0.762 2.587 -2.094
C 0.747 3.505 -3.122
C 1.873 3.709 -3.907
C 3.032 3.021 -3.592
C 3.061 2.114 -2.556
H 3.975 -1.907 1.021
H 2.250 -1.924 0.771
H 2.968 -0.862 1.979
H 5.093 -1.470 -1.306
H 4.633 -0.322 -2.538
H 3.585 -1.674 -2.173
H 5.431 0.903 0.810
H 4.047 1.890 1.244
H 4.842 2.124 -0.297
H -0.118 2.438 -1.476
H -0.152 4.073 -3.322
H 1.856 4.397 -4.738
H 3.933 3.192 -4.164
H 3.991 1.625 -2.333
```

Record 3
The following is a DFT calculation (ωB97M-V with the def2-TZVPD basis set) of a molecular structure, C43H40AsCrNO12PS2Te.

Summary:
**Maximum force**: 3.6 eV/Å
**HOMO level (alpha / beta)**: -1.078 / -1.085 eV
**Kohn-Sham gap (alpha / beta)**: 0.1647 / 0.1656 Eh
**Net charge**: -2
**Calculated total energy**: -198814.9110 eV
**2S+1**: 2

```
102
C43H40AsCrNO12PS2Te | OMol25 | ωB97M-V with the def2-TZVPD basis set
Cr -0.316 -0.276 -0.524
C 4.360 -5.117 -2.723
C 3.230 -4.345 -2.093
C 2.343 -4.931 -1.227
C 1.263 -4.217 -0.681
C 0.443 -4.999 0.242
O 0.800 -6.108 0.634
C -0.920 -4.566 0.696
C -1.129 -3.780 1.822
C -2.410 -3.647 2.337
C -3.485 -4.291 1.743
C -3.283 -5.059 0.606
C -2.004 -5.203 0.096
C 1.056 -2.838 -1.019
O 0.023 -2.194 -0.608
C 2.043 -2.194 -1.864
C 3.083 -2.992 -2.370
C 2.056 -0.776 -2.152
N 1.152 0.149 -1.771
C 1.576 1.545 -2.059
C 1.458 1.922 -3.540
Te -0.618 1.859 -4.070
C -0.352 -0.009 -5.108
C -0.205 -0.050 -6.490
C 0.018 -1.257 -7.135
C 0.086 -2.437 -6.408
C -0.068 -2.403 -5.030
C -0.285 -1.194 -4.384
C 3.242 -0.377 -2.984
C 4.367 0.233 -2.439
C 5.430 0.592 -3.257
C 5.398 0.327 -4.617
C 4.295 -0.318 -5.162
C 3.226 -0.661 -4.352
H 4.351 -6.156 -2.396
H 5.323 -4.679 -2.455
H 4.277 -5.087 -3.812
H 2.452 -5.967 -0.935
H -0.311 -3.256 2.299
H -2.554 -3.039 3.219
H -4.478 -4.191 2.164
H -4.118 -5.547 0.116
H -1.831 -5.812 -0.782
H 3.832 -2.549 -3.007
H 2.609 1.668 -1.722
H 0.030 2.183 -1.023
H 2.036 1.313 -4.220
H 1.784 2.957 -3.614
H -0.262 0.872 -7.055
H 0.157 -1.278 -8.209
H 0.266 -3.379 -6.911
H -0.003 -3.314 -4.449
H -0.395 -1.176 -3.306
H 4.400 0.432 -1.376
H 6.292 1.087 -2.830
H 6.225 0.612 -5.257
H 4.263 -0.557 -6.219
H 2.363 -1.160 -4.772
O 0.175 -0.985 3.145
S -0.076 -0.170 1.992
O -0.313 1.235 2.346
O 1.035 -0.220 0.965
O -1.284 -0.656 1.262
O -2.656 2.340 2.039
As -1.660 2.869 0.675
O -2.734 3.714 -0.233
O -1.128 1.570 -0.246
C -0.426 4.245 1.433
C -1.158 5.337 1.909
C -0.535 6.386 2.559
C 0.837 6.372 2.727
C 1.579 5.308 2.257
C 0.968 4.244 1.612
S 2.093 2.721 1.451
O 3.196 3.159 0.575
O 2.575 2.649 2.826
O 0.876 2.542 -1.386
H -1.975 1.844 2.527
H -2.232 5.323 1.752
H -1.121 7.213 2.943
H 1.331 7.189 3.239
H 2.650 5.257 2.403
C -3.809 0.393 -0.473
P -2.552 -0.524 -1.442
C -3.076 -2.211 -0.980
C -3.309 -0.357 -3.109
C -3.349 -1.418 -4.008
C -3.795 -1.231 -5.308
C -4.182 0.028 -5.737
C -4.169 1.090 -4.844
C -3.739 0.900 -3.540
H -3.717 1.471 -0.612
H -3.617 0.173 0.576
H -4.809 0.056 -0.750
H -4.145 -2.362 -1.134
H -2.824 -2.288 0.075
H -2.505 -2.969 -1.510
H -3.018 -2.398 -3.692
H -3.820 -2.068 -5.994
H -4.495 0.182 -6.761
H -4.487 2.073 -5.165
H -3.728 1.734 -2.851
```

Record 4
The following is a DFT calculation (ωB97M-V with the def2-TZVPD basis set) of a molecular structure, C43H40BrF4N4O4SSbSc.

Summary:
**Energy above the lowest of the compared OMol25 structures with the same formula, charge and spin**: 44.6 kcal/mol
**Maximum force**: 1.1 eV/Å
**HOMO level**: -9.985 eV
**Kohn-Sham gap**: 0.2489 Eh
**Net charge**: +1
**Calculated total energy**: -178370.8432 eV
**2S+1**: 1

```
99
C43H40BrF4N4O4SSbSc | OMol25 | ωB97M-V with the def2-TZVPD basis set
Sc 0.050 0.348 -0.117
C 4.536 0.997 1.996
C 3.333 1.328 1.112
N 1.998 0.996 1.661
C 1.580 2.010 2.653
C 0.842 3.185 2.017
C 2.013 -0.355 2.247
C 2.276 -1.407 1.170
N 1.643 -0.969 -0.071
C 1.900 -1.645 -1.219
C 1.473 -1.061 -2.427
F 0.757 0.126 -2.294
C 1.681 -1.592 -3.674
F 1.230 -0.938 -4.749
C 2.354 -2.788 -3.816
C 2.773 -3.413 -2.655
F 3.393 -4.591 -2.744
C 2.568 -2.874 -1.400
F 2.986 -3.581 -0.335
H 5.415 1.475 1.565
H 4.741 -0.072 2.041
H 4.416 1.374 3.013
H 3.441 0.813 0.155
H 3.351 2.401 0.914
H 2.448 2.383 3.207
H 0.914 1.536 3.373
H 1.498 3.774 1.378
H 0.454 3.842 2.798
H 0.000 2.824 1.417
H 1.030 -0.527 2.670
H 2.752 -0.440 3.050
H 1.888 -2.367 1.516
H 3.353 -1.520 1.009
H 2.539 -3.226 -4.784
C -3.796 4.404 -2.963
C -2.368 4.065 -2.649
C -1.345 5.001 -2.755
C -0.047 4.645 -2.422
C 0.153 3.361 -1.960
Br 1.880 2.787 -1.421
N -0.787 2.441 -1.840
C -2.019 2.793 -2.211
H -3.881 5.428 -3.320
H -4.411 4.295 -2.069
H -4.204 3.735 -3.721
H -1.557 6.005 -3.098
H 0.777 5.338 -2.504
H -2.770 2.016 -2.152
O -1.103 -1.099 -1.070
C -2.327 -1.271 -1.130
C -3.311 -0.366 -0.625
C -4.662 -0.663 -0.849
C -5.636 0.203 -0.432
C -5.296 1.400 0.217
C -3.986 1.708 0.449
C -2.934 0.836 0.064
O -1.713 1.142 0.330
N -7.039 -0.123 -0.659
O -7.288 -1.125 -1.301
O -7.871 0.631 -0.189
H -2.702 -2.174 -1.627
H -4.944 -1.577 -1.356
H -6.092 2.064 0.526
H -3.710 2.629 0.940
S -1.234 -1.306 2.042
Sb -2.040 -0.579 4.060
C -2.820 -2.283 5.072
C -1.880 -3.229 5.464
C -2.295 -4.387 6.101
C -3.645 -4.598 6.346
C -4.578 -3.645 5.967
C -4.170 -2.487 5.320
C -3.338 1.117 4.006
C -4.673 1.083 4.386
C -5.404 2.263 4.438
C -4.802 3.470 4.117
C -3.476 3.497 3.707
C -2.744 2.322 3.648
C -0.539 0.180 5.392
C -0.792 1.342 6.113
C 0.182 1.858 6.956
C 1.406 1.216 7.080
C 1.650 0.045 6.377
C 0.677 -0.478 5.539
H -0.826 -3.068 5.267
H -1.564 -5.123 6.408
H -3.968 -5.510 6.830
H -5.629 -3.798 6.173
H -4.911 -1.764 5.013
H -5.156 0.154 4.651
H -6.442 2.235 4.742
H -5.365 4.391 4.190
H -3.009 4.436 3.436
H -1.707 2.342 3.327
H -1.745 1.848 6.026
H -0.022 2.761 7.516
H 2.165 1.626 7.733
H 2.601 -0.462 6.479
H 0.875 -1.395 4.997
```

Record 5
The following is a DFT calculation (ωB97M-V with the def2-TZVPD basis set) of a molecular structure, C43H40IIrN4O2P2.

Summary:
**Energy above the lowest of the compared OMol25 structures with the same formula, charge and spin**: 0.0 kcal/mol
**Maximum force**: 0.8 eV/Å
**HOMO level**: -13.010 eV
**Kohn-Sham gap**: 0.2574 Eh
**Net charge**: +2
**Calculated total energy**: -84802.3405 eV
**2S+1**: 1

```
93
C43H40IIrN4O2P2 | OMol25 | ωB97M-V with the def2-TZVPD basis set
Ir 0.531 -0.327 0.752
C -0.308 0.094 5.364
C -1.358 0.683 4.472
N -2.341 1.363 5.006
C -3.303 1.882 4.216
C -3.323 1.774 2.852
C -4.437 2.409 2.057
O -5.063 1.507 1.149
C -2.250 1.065 2.240
C -2.240 0.851 0.827
N -1.325 0.307 0.069
C -1.822 -0.004 -1.241
C -2.380 0.939 -2.084
C -2.933 0.537 -3.293
C -2.953 -0.801 -3.651
C -2.426 -1.763 -2.796
C -1.871 -1.355 -1.600
I -1.127 -2.783 -0.260
C -1.271 0.497 3.060
O -0.256 -0.180 2.601
H -0.458 0.455 6.378
H 0.698 0.351 5.026
H -0.369 -0.997 5.365
H -4.095 2.410 4.735
H -4.054 3.232 1.449
H -5.167 2.839 2.745
H -5.700 0.968 1.630
H -3.158 1.118 0.314
H -2.385 1.983 -1.798
H -3.363 1.280 -3.952
H -3.396 -1.108 -4.589
H -2.458 -2.811 -3.059
C 3.404 0.192 -0.790
C 2.723 1.536 -1.014
P 1.303 1.710 0.146
C 0.198 2.846 -0.746
C -0.590 3.727 0.005
C -1.378 4.675 -0.625
C -1.376 4.772 -2.013
C -0.602 3.902 -2.764
C 0.167 2.932 -2.138
C 1.848 2.735 1.540
C 1.557 2.443 2.866
C 1.952 3.312 3.875
C 2.645 4.471 3.565
C 2.939 4.773 2.239
C 2.536 3.915 1.232
P 2.062 -1.056 -0.903
C 2.868 -2.633 -0.465
C 2.259 -3.862 -0.727
C 2.885 -5.048 -0.372
C 4.133 -5.023 0.237
C 4.758 -3.810 0.477
C 4.131 -2.622 0.130
C 1.746 -1.190 -2.677
C 0.745 -0.448 -3.294
C 0.597 -0.471 -4.674
C 1.451 -1.241 -5.446
C 2.455 -1.988 -4.839
C 2.607 -1.963 -3.464
H 3.859 0.156 0.197
H 4.179 -0.025 -1.526
H 2.312 1.551 -2.024
H 3.379 2.400 -0.919
H -0.581 3.682 1.087
H -1.974 5.356 -0.033
H -1.970 5.530 -2.505
H -0.595 3.974 -3.844
H 0.760 2.272 -2.757
H 1.028 1.538 3.122
H 1.712 3.078 4.904
H 2.955 5.147 4.351
H 3.473 5.681 1.993
H 2.741 4.183 0.202
H 1.317 -3.904 -1.250
H 2.406 -5.993 -0.590
H 4.623 -5.950 0.502
H 5.740 -3.785 0.930
H 4.642 -1.692 0.334
H 0.067 0.145 -2.694
H -0.191 0.107 -5.140
H 1.339 -1.263 -6.522
H 3.121 -2.592 -5.440
H 3.393 -2.552 -3.009
N 2.107 -2.097 2.546
C 3.016 -2.214 3.519
C 3.709 -1.023 3.572
C 3.139 -0.230 2.581
N 2.169 -0.891 1.947
H 1.445 -2.787 2.230
H 3.105 -3.124 4.087
H 4.513 -0.766 4.239
H 3.379 0.784 2.312
```